Entry 1:
Here is C15H30N2O3P2Ru as an isolated structure from the Open Molecules 2025 dataset. Energies are from wB97M-V/def2-TZVPD.

## Properties
Orbital gap (alpha / beta) (eV): 6.141 / 6.804
LUMO energy (alpha / beta) (eV): 0.2123 / -0.4902
E (eV): -46316.9328
⟨S²⟩: 6.066
2S+1: 5

```
53
Properties=species:S:1:pos:R:3:forces:R:3:mulliken_spin:R:1
O 0.433 1.108 2.961 -0.03 0.55 -0.59 0.129
H -2.086 -2.840 2.860 -0.23 -0.10 0.76 0.003
Ru -0.015 -0.266 0.202 0.90 0.51 3.35 2.017
H 2.439 -2.542 -0.488 0.07 0.33 -0.09 -0.013
H -2.627 1.634 -1.184 -0.06 -0.01 0.38 -0.006
C 0.002 3.279 -4.390 0.06 -0.36 -0.14 0.235
C -0.035 1.397 -2.397 -0.20 -0.74 0.84 -0.155
H 2.647 -1.383 -1.848 -0.06 -0.12 0.33 -0.002
C -0.008 1.889 -4.716 0.00 1.69 -0.54 -0.120
H -0.771 -1.710 3.194 0.26 -0.13 -0.98 -0.013
C -1.003 -2.751 2.912 -0.31 -1.06 -0.30 0.099
H 3.113 0.606 2.361 0.06 -0.45 -0.26 -0.002
H 1.209 -4.347 2.431 -0.61 -0.25 0.13 0.001
H 0.036 4.754 -2.771 -0.02 -0.07 -0.27 -0.005
H 0.205 -5.103 1.109 0.93 -0.44 -0.08 0.003
H 4.014 -1.720 -0.744 -0.12 -0.33 -0.28 0.002
C 0.010 3.702 -3.042 0.02 0.25 -1.14 -0.104
C 3.268 -0.343 1.818 0.93 -0.21 -0.39 0.015
H 4.027 1.319 -0.470 0.18 0.32 -0.14 0.000
C -0.007 2.773 -2.044 0.00 -0.38 -0.07 0.259
H -2.812 -0.671 2.945 -0.16 0.46 -0.13 0.001
O -0.883 -2.609 0.527 0.37 -2.65 2.29 -0.050
H -0.061 -0.128 -3.938 0.02 0.35 0.07 -0.001
H 0.013 4.012 -5.205 0.01 -0.29 0.39 0.018
H -0.510 -3.372 3.649 -0.56 -0.26 0.52 0.005
H -3.017 -1.218 -1.124 -0.16 -0.01 0.33 -0.003
C -0.564 -3.268 1.560 2.88 4.09 -2.15 0.038
H -3.899 1.926 0.066 0.37 0.03 -0.12 0.000
C -0.038 0.946 -3.741 0.05 0.04 0.54 0.235
C 0.699 -4.198 1.476 -1.21 0.38 0.10 0.008
C -3.320 -1.171 -0.067 -0.60 0.12 0.09 0.007
H 0.010 3.060 -0.995 -0.02 -0.22 -0.15 0.019
H 4.333 -0.525 1.610 -0.05 0.12 0.55 0.001
H -4.408 -0.993 0.015 0.41 -0.09 -0.12 -0.001
N 0.396 2.278 2.519 -0.02 0.02 -0.26 0.042
H -4.095 0.476 2.380 0.47 -0.09 0.14 0.002
C -2.829 1.718 -0.106 -0.31 -0.13 0.29 0.013
P -2.336 0.153 0.724 0.32 -0.24 -0.57 0.051
C 2.942 1.248 -0.556 1.19 0.91 -0.54 0.008
H -2.212 2.534 0.302 -0.22 -0.31 -0.13 -0.002
P 2.465 -0.244 0.198 -4.05 -0.60 1.35 -0.056
O 0.341 2.442 1.276 -0.03 -0.80 0.85 0.084
H -3.054 -2.131 0.403 -0.20 0.48 -0.23 0.001
H 2.674 1.229 -1.610 -0.12 0.04 -0.02 -0.003
H 1.515 -3.825 0.824 -1.11 -0.13 -0.17 -0.003
H -2.487 1.098 2.949 -0.23 -0.39 -0.17 -0.002
H 1.085 0.075 1.398 -0.56 -0.17 -0.05 0.152
C -3.007 0.279 2.423 -0.13 0.15 -0.10 0.028
C 2.919 -1.612 -0.809 1.59 -0.68 -0.63 0.025
N -0.044 0.500 -1.416 0.31 0.61 -2.21 1.055
H 2.844 -1.173 2.404 0.15 0.33 -0.25 -0.008
H 0.010 1.595 -5.758 -0.04 0.06 -0.07 -0.005
H 2.477 2.111 -0.079 -0.10 -0.15 0.07 -0.001
```
Positions in Å, forces in eV/Å.

---

Entry 2:
Here is C57H73Cl3N7O3SeSi2Ti as an isolated structure from the Open Molecules 2025 dataset. Energies are from wB97M-V/def2-TZVPD.

## Properties
Charge: -1
Orbital gap (alpha / beta) (eV): 5.597 / 5.596
LUMO energy (alpha / beta) (eV): 1.4647 / 1.4642
E (eV): -218665.3940
2S+1: 1
Relative energy (zero: lowest compared OMol25 entry of this formula, charge and spin) (kJ/mol): 94.0

```
147
Properties=species:S:1:pos:R:3:forces:R:3:mulliken_charge:R:1
C 5.482 -2.097 5.027 0.00 -0.01 0.00 -1.729
O -6.031 -2.044 -11.455 0.02 0.02 0.06 -0.464
C -5.697 -0.869 -9.465 0.02 -0.05 -0.04 -0.725
H 4.075 -2.720 1.474 0.02 -0.02 -0.03 0.690
H 0.649 -1.777 6.530 0.00 -0.02 -0.01 0.410
C 4.990 -4.281 -2.405 0.06 -0.01 -0.02 2.224
H 5.107 -4.790 5.430 0.00 0.00 0.01 0.467
Si -2.444 -1.630 1.000 0.25 -0.78 -0.14 0.568
C 3.434 -2.893 -0.995 0.05 0.09 0.04 -0.909
Si -3.965 2.989 3.510 -0.07 -0.06 0.09 0.431
H -4.695 -3.150 -12.599 -0.01 -0.01 0.00 0.338
C 2.536 -1.832 4.352 -0.04 0.04 -0.01 -0.594
H -4.673 5.207 2.623 -0.01 0.02 0.02 0.238
H 1.727 -0.370 6.564 0.01 0.01 -0.01 0.387
C -1.877 1.576 -1.153 -0.13 0.02 -0.03 0.158
H -0.343 5.070 -0.474 0.01 -0.02 0.00 0.276
H 3.794 -5.621 -1.160 -0.01 0.00 0.01 0.287
H -3.097 2.746 5.838 0.03 -0.02 -0.01 0.287
H 4.851 -1.713 5.829 -0.01 0.00 0.01 0.318
H -2.573 4.274 5.135 -0.02 0.03 0.00 0.258
H 4.839 -4.474 -4.574 -0.01 0.00 0.00 0.399
C -4.949 1.402 3.787 0.03 0.07 -0.02 -0.891
H -4.067 0.486 -5.936 0.00 0.01 -0.01 0.192
C 2.485 -0.355 -4.404 0.00 0.05 -0.02 2.535
H 6.544 -4.090 3.573 0.01 0.00 0.01 0.527
H 4.159 -2.391 -4.244 0.02 -0.02 -0.01 0.489
C 4.230 -5.593 -2.160 0.02 -0.01 0.00 -1.613
H -5.651 3.916 1.929 0.00 -0.01 -0.02 0.238
H 5.221 -4.362 2.438 -0.01 -0.01 0.00 0.357
H 0.009 -0.171 6.894 -0.01 0.00 0.00 0.489
H 3.691 -4.987 4.380 0.00 0.00 -0.01 0.359
H -4.301 0.614 4.175 0.02 0.00 0.02 0.143
Ti 0.066 -0.671 -0.010 1.41 1.48 0.69 -1.082
C 0.730 -0.716 6.282 0.00 0.00 -0.01 -2.609
C 3.503 -2.397 3.512 0.02 -0.05 0.01 -0.377
C 2.185 6.261 0.666 0.04 0.02 -0.02 -0.609
H 0.485 0.385 -3.926 0.02 0.00 -0.03 0.159
H 1.215 6.641 -1.244 -0.01 0.00 0.01 0.387
C -2.220 -1.808 -4.791 -0.07 0.14 -0.01 0.891
H -6.451 -0.177 -9.813 0.00 0.01 0.00 0.409
C 4.719 -3.087 4.136 0.02 0.03 -0.01 2.216
C -3.422 -1.454 -6.517 0.03 0.05 0.07 0.166
C 2.184 -1.004 -1.902 0.01 -0.26 -0.02 0.349
C -0.075 -4.147 -2.833 -0.01 0.01 0.00 -1.281
C 3.703 -2.243 -3.276 -0.04 0.06 0.04 -0.397
H -5.367 1.035 2.847 -0.01 0.01 -0.02 0.233
C 1.243 -1.143 2.495 -0.10 -0.18 0.07 0.165
H 6.074 -2.812 2.448 0.01 0.01 0.00 0.415
H 0.634 -3.711 -0.832 0.01 -0.01 0.00 0.454
H 1.382 1.335 -5.124 -0.01 0.02 -0.01 0.580
C 0.670 4.674 -0.593 -0.10 0.03 -0.03 -0.480
C -4.104 -1.601 -7.803 -0.05 0.01 -0.08 0.090
C 3.325 -2.331 2.139 -0.09 0.09 0.02 -0.869
C -1.384 -2.390 -3.785 0.17 0.02 0.16 0.353
N 0.985 3.849 0.571 0.27 0.07 0.02 0.295
H 3.611 0.882 -5.789 0.00 0.00 0.00 0.494
H 4.901 -6.451 -2.259 0.01 0.00 0.00 0.454
H -6.381 -3.049 -13.157 0.01 -0.01 0.00 0.238
H 6.287 -5.191 -3.867 0.00 0.00 0.00 0.458
O 0.213 -0.566 1.881 -0.13 -0.24 -0.24 0.188
H 3.094 5.711 0.926 0.00 0.00 0.01 0.295
C -5.365 -1.957 -10.271 -0.07 0.05 -0.05 1.015
H -5.370 0.147 -7.637 0.01 0.00 0.02 0.263
C 2.173 -1.731 1.627 0.01 -0.03 0.20 -0.129
C 1.400 -1.178 3.887 0.22 0.03 -0.10 -0.439
H -5.986 4.485 3.575 -0.03 -0.01 0.03 0.342
C 3.793 0.301 -4.881 -0.02 0.01 0.00 -1.911
Se -2.242 2.669 2.165 0.05 0.08 -0.11 -0.482
C -5.742 -3.152 -12.284 0.00 0.00 0.00 -0.842
H 6.694 -3.242 -1.542 0.00 0.01 -0.01 0.323
H -1.673 2.055 -0.203 0.01 0.01 0.01 -0.358
H 0.181 6.449 1.453 0.00 -0.01 -0.01 0.313
C -1.022 -0.889 4.533 -0.06 0.02 0.00 -1.058
H -4.228 4.104 5.753 -0.03 -0.02 0.02 0.344
N 1.789 -1.535 0.305 -0.23 -0.51 0.07 1.389
C 5.602 -4.343 -3.805 0.00 -0.01 -0.02 -2.317
H -3.713 1.979 -3.965 -0.01 0.01 0.00 0.418
C 1.469 0.771 -4.190 -0.02 0.03 -0.01 -2.245
H -5.770 1.559 4.494 -0.02 0.00 0.02 0.345
C -1.661 -0.292 -2.489 -0.26 -0.14 -0.08 -0.773
H 1.568 1.395 4.762 0.01 0.01 -0.01 0.273
N -0.420 -2.140 -1.598 -0.21 0.03 0.01 1.458
C 2.554 -1.844 -0.813 0.02 0.09 -0.37 -0.232
C 6.136 -4.168 -1.390 -0.01 -0.01 -0.01 -1.533
C -4.406 -2.867 -9.842 0.02 -0.02 0.00 -0.440
C -5.074 -0.698 -8.247 0.03 -0.05 0.00 -0.487
H 3.621 -3.586 -0.189 -0.02 -0.02 0.03 0.968
H 5.765 -4.166 -0.364 -0.01 0.00 0.01 0.211
C -2.518 0.250 -3.464 0.25 0.03 0.14 1.406
C 1.691 5.809 -0.719 -0.02 -0.02 -0.02 -0.770
O 1.202 -0.167 -1.625 -0.25 -0.10 0.05 -0.199
H 1.709 -0.664 -6.408 0.01 0.01 -0.01 0.511
H 0.666 4.030 -1.471 0.02 0.03 -0.01 0.308
H 2.688 -1.898 5.420 0.01 0.00 0.02 0.464
H 5.831 -1.244 4.441 0.00 0.00 -0.01 0.373
C 0.423 -0.453 4.805 0.02 0.02 0.05 2.686
H 1.028 -1.761 -5.198 -0.01 0.01 0.01 0.154
C -2.763 -0.559 -4.612 0.03 -0.08 -0.01 -0.184
H -1.681 -0.470 5.299 -0.01 0.00 0.01 0.510
Cl -3.612 -2.416 -0.650 -0.06 0.05 -0.02 -0.423
C 0.550 1.057 4.548 -0.02 0.02 -0.01 -1.297
H -1.121 -1.976 4.550 0.00 -0.01 0.00 0.269
H 1.775 1.449 -3.394 0.00 -0.01 -0.01 0.440
H -3.140 3.156 -1.832 -0.02 0.00 -0.03 0.609
H -5.968 -4.095 -11.779 0.00 0.00 -0.01 0.341
N 0.839 1.399 0.410 -0.32 -0.03 -0.42 0.147
H -3.039 -3.386 -8.274 0.01 0.00 0.02 0.473
H -4.133 -3.719 -10.447 0.00 0.00 0.00 0.379
C 1.942 -1.260 -5.520 0.01 -0.02 -0.01 -1.669
C 2.775 -1.194 -3.154 0.10 0.02 0.08 -0.326
H 0.005 4.222 2.403 0.00 0.05 -0.04 -0.108
N -3.536 -0.340 -5.727 0.04 -0.10 -0.02 -0.062
C 1.130 5.983 1.731 -0.07 0.01 0.03 -0.899
H 1.411 6.410 2.695 0.02 -0.01 -0.01 0.458
C 4.035 -3.100 -2.241 -0.02 -0.02 0.00 -0.311
N -1.359 0.379 -1.359 -0.10 -0.19 -0.14 1.519
C -0.830 -3.673 -3.875 0.05 -0.06 0.05 -0.618
C 4.250 -4.274 4.988 -0.01 0.00 0.02 -1.763
Cl -1.004 -3.285 1.306 -0.07 -0.13 -0.11 -0.404
H 4.183 0.974 -4.114 -0.01 0.00 0.01 0.403
C -3.049 1.526 -3.238 0.01 0.06 0.09 -0.846
H 6.349 -2.583 5.482 0.01 -0.01 0.00 0.437
C -3.420 3.591 5.225 0.01 0.00 -0.07 -1.116
H 0.379 -5.127 -2.853 -0.02 -0.01 -0.04 0.510
C -1.124 -1.634 -2.636 -0.13 -0.05 -0.05 -0.764
H 6.826 -5.009 -1.495 0.00 0.00 0.00 0.487
C 5.692 -3.615 3.081 -0.02 0.00 -0.02 -2.155
C 0.915 2.548 0.478 -0.37 -0.12 0.21 -0.009
H 2.661 -2.028 -5.810 0.01 -0.01 0.00 0.310
H 3.597 -3.946 5.798 -0.01 0.00 0.01 0.326
H 6.167 -3.437 -4.035 0.01 0.01 0.01 0.372
H 2.454 7.318 0.645 -0.01 0.00 -0.01 0.371
C -2.733 2.185 -2.077 0.03 -0.02 0.02 -1.516
H 3.419 -5.707 -2.883 -0.01 0.01 -0.01 0.300
C -5.192 4.274 2.853 0.10 0.00 -0.04 -1.078
H 0.292 1.301 3.517 0.01 -0.01 0.01 0.110
H -0.145 1.608 5.187 0.00 0.00 0.01 0.347
H 2.534 5.486 -1.333 0.01 0.00 0.02 0.293
Cl -3.711 -2.283 2.563 -0.10 0.48 0.01 -0.404
C -3.786 -2.682 -8.616 -0.02 0.04 0.01 -0.835
N -2.634 -2.354 -5.980 -0.01 0.00 -0.01 -0.878
H -1.014 -4.262 -4.764 0.00 -0.02 0.00 0.517
C 0.094 -3.352 -1.695 -0.12 0.09 -0.04 -0.564
H 4.565 -0.436 -5.102 0.00 -0.03 0.00 0.265
C 0.945 4.481 1.905 0.03 -0.07 0.13 -0.197
H -1.370 -0.521 3.571 0.01 -0.01 0.01 -0.234
H 1.774 4.065 2.483 -0.01 0.02 -0.01 0.389
```
Positions in Å, forces in eV/Å.

---

Entry 3:
Here is one molecule with the formula C19H23ClN4O from the Open Molecules 2025 dataset. Energies are from wB97M-V/def2-TZVPD.

## Properties
Orbital gap (eV): 7.980
LUMO energy (eV): 0.4809
E (eV): -40607.4653
2S+1: 1
Relative energy (zero: lowest compared OMol25 entry of this formula, charge and spin) (kJ/mol): 20.4
Structure (SMILES): O=C(NCCN1CCN(c2ccccc2)CC1)Nc1cccc(Cl)c1

```
48
Properties=species:S:1:pos:R:3:forces:R:3:mulliken_charge:R:1
C 5.725 -1.488 0.774 0.02 -0.09 -0.10 -0.607
C -4.364 -3.383 0.568 0.02 -0.01 0.05 -0.654
H 4.608 0.998 2.772 -0.01 0.07 0.09 0.304
H -1.695 0.425 0.628 0.02 0.03 -0.03 0.179
H -6.592 -1.471 2.214 -0.05 0.03 0.04 0.355
H 1.142 3.219 1.454 0.08 -0.10 -0.08 0.172
C -4.251 -1.091 -0.213 -0.23 -0.28 0.14 1.093
C 4.803 -1.348 -0.251 0.06 0.20 0.37 0.236
C -1.593 0.818 -0.402 0.06 -0.19 -0.22 0.072
C 3.738 0.472 0.881 0.23 -0.31 -0.11 0.676
C -5.363 -3.056 1.470 -0.11 -0.06 0.12 -0.467
H 0.114 4.515 -0.321 -0.03 -0.09 -0.07 0.417
C -5.811 -1.748 1.520 -0.03 -0.16 0.07 -0.810
H -4.008 -4.401 0.503 0.03 -0.07 -0.02 0.361
H -4.070 1.534 -2.204 -0.07 0.04 0.06 0.408
Cl 4.887 -2.404 -1.615 0.01 -0.15 -0.19 -0.225
H 3.107 -0.285 -1.023 0.01 -0.03 -0.02 0.671
C -3.821 -2.424 -0.261 0.14 0.02 -0.01 -0.305
C -0.040 3.433 -0.270 -0.18 0.00 0.04 -1.092
H 0.045 3.018 -1.275 -0.02 0.13 0.07 0.457
N 1.025 2.859 0.521 -0.03 0.20 0.24 -0.200
C 4.661 0.337 1.919 -0.08 0.05 -0.03 -0.804
H -3.980 3.131 -0.324 -0.01 -0.02 0.04 0.474
N 2.767 1.464 0.996 -0.02 0.21 0.34 -0.126
C 3.812 -0.383 -0.215 -0.08 -0.02 -0.15 -0.598
C -5.266 -0.779 0.699 0.06 0.23 -0.10 -0.379
H -3.065 -2.720 -0.973 0.04 -0.01 -0.08 0.379
C -4.264 1.173 -1.189 -0.13 0.23 0.25 -1.332
C -1.444 3.135 0.287 0.06 0.06 -0.17 -0.495
C -3.572 2.123 -0.207 -0.19 -0.05 -0.18 -0.542
H -3.758 1.788 0.830 0.00 0.04 -0.04 0.367
H -1.357 2.819 1.345 -0.03 0.06 -0.05 0.388
O 1.658 1.324 -1.012 0.08 -0.26 -0.41 -0.671
N -3.730 -0.166 -1.106 -0.03 0.14 -0.33 0.088
N -2.153 2.155 -0.511 -0.08 0.07 0.03 0.016
H -1.869 -1.119 -1.288 -0.02 0.04 -0.07 0.338
H -5.788 -3.808 2.117 -0.04 -0.06 0.05 0.383
H -5.639 0.230 0.785 0.02 0.08 -0.02 0.241
H -2.036 4.054 0.265 0.00 -0.04 0.05 0.390
C -2.307 -0.128 -1.372 0.36 0.01 0.22 -1.452
H -0.536 0.850 -0.664 0.02 -0.03 0.04 0.189
H 6.487 -2.248 0.722 0.06 -0.08 -0.03 0.426
H -5.342 1.162 -1.032 0.03 0.00 -0.04 0.575
H -2.161 0.236 -2.394 0.07 -0.06 0.03 0.389
H 6.350 -0.727 2.668 0.06 0.00 0.07 0.366
C 1.806 1.835 0.076 0.05 0.26 0.39 0.657
H 2.818 1.997 1.852 -0.05 -0.07 -0.19 0.175
C 5.641 -0.634 1.860 -0.06 0.02 -0.05 -0.482
```
Positions in Å, forces in eV/Å.